{
  "formula": "C3H6IMgO3",
  "method": "ωB97M-V with the def2-TZVPD basis set",
  "symbols": ["Mg", "I", "C", "O", "C", "O", "O", "C", "H", "H", "H", "H", "H", "H"],
  "xyz": [[1.506, 0.875, 2.075], [3.476, -1.004, 1.880], [-2.249, 0.840, 0.875], [-1.678, 0.304, -0.319], [-0.411, 0.023, -0.327], [0.395, 0.341, 0.565], [-0.077, -0.575, -1.412], [1.317, -0.870, -1.671], [-2.107, 0.167, 1.723], [-3.320, 0.934, 0.742], [-1.817, 1.816, 1.096], [1.314, -1.401, -2.612], [1.735, -1.487, -0.877], [1.916, 0.037, -1.738]],
  "forces_ev_per_a": [[0.95, -1.72, -0.93], [-0.91, 1.16, 0.39], [-0.04, 0.18, 0.79], [-0.27, -0.27, 0.12], [-0.01, 0.33, -0.43], [0.05, 0.51, 0.81], [0.07, -0.07, -0.20], [0.41, -0.18, 0.21], [0.19, -0.06, -0.14], [0.03, 0.04, -0.43], [-0.06, 0.02, -0.07], [0.00, 0.00, -0.05], [-0.17, -0.07, 0.01], [-0.24, 0.14, -0.08]],
  "mulliken_charge": [1.0678, -0.3538, -0.6536, -0.2584, 0.9038, -0.4443, -0.2848, -0.5599, 0.3030, 0.2340, 0.2684, 0.2270, 0.2424, 0.3084],
  "multiplicity": 1,
  "homo_lumo_gap_ev": 6.666,
  "e_homo_ev": -12.755,
  "total_charge": 1
}

{
  "formula": "C3H6IN3",
  "method": "ωB97M-V with the def2-TZVPD basis set",
  "symbols": ["C", "C", "C", "N", "N", "N", "I", "H", "H", "H", "H", "H", "H"],
  "xyz": [[-0.647, 1.320, -0.153], [-1.533, 0.447, 0.299], [0.778, 1.073, 0.372], [0.565, -2.579, 0.988], [0.737, -2.159, -0.042], [1.204, -1.823, -1.074], [-3.589, 0.452, -0.053], [-0.969, 2.093, -0.722], [-1.089, -0.268, 0.949], [1.253, 2.045, 0.673], [1.570, 0.874, -0.470], [0.902, 0.236, 1.210], [0.819, -1.713, -1.977]],
  "forces_ev_per_a": [[1.26, -3.22, 2.58], [0.04, 0.48, -0.26], [2.29, 0.44, -0.86], [-0.64, 0.46, 0.31], [-0.59, -1.69, 1.30], [2.58, 1.21, -1.39], [0.37, -0.05, 0.05], [-0.24, 2.50, -1.87], [-0.70, -1.01, 0.56], [-0.76, -0.74, 0.60], [-1.76, -0.33, 1.17], [-0.50, 2.04, -1.89], [-1.37, -0.10, -0.30]],
  "mulliken_charge": [0.0401, -0.7300, -0.9680, -0.3900, 0.7886, -0.6511, 0.0502, 0.4802, 0.3223, 0.3379, 0.2393, 0.2160, 0.2647],
  "multiplicity": 1,
  "homo_lumo_gap_ev": 9.603,
  "e_homo_ev": -8.990
}

{
  "formula": "C3H6INO",
  "method": "ωB97M-V with the def2-TZVPD basis set",
  "symbols": ["C", "C", "C", "N", "O", "I", "H", "H", "H", "H", "H", "H"],
  "xyz": [[-0.133, -0.283, 0.308], [-1.730, 1.019, -0.769], [2.487, -1.029, 0.099], [-0.696, -0.844, 1.268], [-0.412, 0.513, -0.704], [3.315, 0.812, 0.566], [-1.701, 1.769, 0.071], [-2.349, 0.124, -0.554], [-1.778, 1.429, -1.746], [1.945, -0.997, -0.897], [2.629, -1.881, 0.839], [-1.577, -0.634, 1.520]],
  "forces_ev_per_a": [[0.58, -1.10, 0.62], [0.34, -0.30, 2.34], [-1.23, 0.03, -0.40], [4.27, -0.09, -1.90], [1.82, -0.86, 0.11], [0.05, -0.34, 0.05], [-1.12, -0.40, -1.04], [-0.52, 1.02, -0.37], [-0.71, 0.45, -0.63], [1.11, -0.67, 1.56], [-0.43, 1.31, -1.41], [-4.16, 0.95, 1.06]],
  "mulliken_charge": [0.4305, -0.6996, -0.8310, -0.5396, -0.2515, 0.0755, 0.2874, 0.3059, 0.2147, 0.4044, 0.3724, 0.2309],
  "multiplicity": 1,
  "homo_lumo_gap_ev": [8.154, 8.412],
  "e_homo_ev": [-7.927, -8.224]
}

{
  "formula": "C3H6INOS",
  "method": "ωB97M-V with the def2-TZVPD basis set",
  "symbols": ["C", "C", "O", "S", "H", "H", "H", "H", "H", "H", "N", "C", "I"],
  "xyz": [[1.944, -0.971, 0.120], [0.510, -0.396, -0.047], [-0.176, 0.106, 1.032], [0.374, 0.828, -1.487], [2.678, -0.182, 0.140], [1.928, -1.808, 0.890], [2.234, -1.476, -0.798], [-0.058, -1.187, -0.504], [0.066, 0.951, 1.496], [1.435, 0.347, -2.274], [-3.838, 2.657, 0.545], [-3.651, 1.540, 0.370], [-3.446, -0.408, 0.516]],
  "forces_ev_per_a": [[-1.11, -0.57, 0.08], [1.33, 0.17, -1.75], [-0.51, 0.50, 1.44], [1.35, -0.29, -0.30], [0.38, 0.21, 1.11], [0.38, 1.54, -0.46], [-0.42, -0.22, -0.35], [-0.71, -0.51, 0.71], [0.49, -1.21, -1.37], [-1.09, 0.44, 0.92], [0.01, 0.66, -0.28], [-0.09, -0.01, 0.45], [-0.01, -0.70, -0.21]],
  "mulliken_charge": [-1.1876, 0.1409, -0.4482, -0.2322, 0.3742, 0.2775, 0.3675, 0.2996, 0.3126, 0.1084, -0.3678, 0.0493, 0.3056],
  "multiplicity": 1,
  "homo_lumo_gap_ev": 9.242,
  "e_homo_ev": -9.235,
  "smiles": "C[C@@H](O)S.N#CI"
}

{
  "formula": "C3H6INOS",
  "method": "ωB97M-V with the def2-TZVPD basis set",
  "symbols": ["N", "S", "O", "I", "C", "C", "C", "H", "H", "H", "H", "H", "H"],
  "xyz": [[-1.026, -1.718, -1.427], [-0.965, -0.896, -0.166], [-1.125, -1.884, 1.579], [-2.772, 0.746, 0.001], [0.550, 0.007, -0.372], [0.646, 1.467, -0.080], [1.233, 0.478, 0.871], [-1.692, -2.471, -1.433], [1.075, -0.449, -1.199], [-0.243, 2.010, 0.207], [1.304, 2.044, -0.716], [2.305, 0.376, 0.939], [0.711, 0.290, 1.796]],
  "forces_ev_per_a": [[0.54, 0.25, -0.34], [-0.61, -3.42, 4.60], [0.58, 3.16, -4.97], [-0.11, 0.10, 0.16], [-0.17, -0.07, 0.06], [0.11, 0.39, 0.07], [0.10, 0.17, 0.18], [-0.37, -0.20, 0.24], [0.01, 0.03, 0.02], [-0.04, -0.14, 0.07], [0.06, -0.15, -0.06], [0.05, -0.10, -0.13], [-0.14, -0.03, 0.09]],
  "mulliken_charge": [-0.5754, 0.4347, -0.5572, 0.0344, 0.0235, -0.4561, -0.4499, 0.2876, 0.4027, 0.1466, 0.2268, 0.2463, 0.2360],
  "multiplicity": 1,
  "homo_lumo_gap_ev": [8.093, 8.094],
  "e_homo_ev": [-9.558, -9.560],
  "smiles": "N=[S@](=O)(I)C1CC1"
}

{
  "formula": "C3H6MgO3",
  "method": "ωB97M-V with the def2-TZVPD basis set",
  "symbols": ["H", "O", "C", "O", "Mg", "O", "C", "H", "H", "C", "H", "H", "H"],
  "xyz": [[0.532, 2.330, -0.319], [-0.945, 0.057, 0.471], [-0.054, -0.186, -0.351], [0.789, -1.155, -0.206], [-2.000, 0.734, 1.896], [0.260, 0.601, -1.325], [-0.020, 2.004, -1.204], [-1.095, 2.164, -1.063], [0.339, 2.529, -2.096], [0.580, -2.109, 0.848], [0.577, -1.505, 1.756], [-0.372, -2.639, 0.734], [1.409, -2.825, 0.859]],
  "forces_ev_per_a": [[0.02, 0.34, -0.16], [-2.85, 0.94, 2.66], [3.36, 0.06, -1.23], [-0.69, -0.08, -0.99], [0.69, -0.55, -1.10], [-0.09, -0.78, -0.21], [-0.44, 0.54, 0.43], [0.20, 0.06, -0.28], [-0.10, -0.48, 0.24], [-0.26, -0.16, 0.76], [0.12, -0.47, 0.29], [0.23, 0.12, -0.16], [-0.19, 0.45, -0.24]],
  "mulliken_charge": [0.3388, -0.5570, 0.9603, -0.2264, 1.6530, -0.2374, -0.6334, 0.2337, 0.2500, -0.5939, 0.2513, 0.3065, 0.2547],
  "multiplicity": 1,
  "homo_lumo_gap_ev": 6.697,
  "e_homo_ev": -19.514,
  "total_charge": 2
}

{
  "formula": "C3H6N",
  "method": "ωB97M-V with the def2-TZVPD basis set",
  "symbols": ["C", "C", "N", "C", "H", "H", "H", "H", "H", "H"],
  "xyz": [[-0.456, -1.019, 0.412], [-0.619, 0.447, 0.099], [0.555, 0.572, -0.801], [0.751, 0.246, 0.612], [-0.124, -1.805, -0.322], [-0.983, -1.507, 1.189], [-1.369, 1.153, -0.030], [0.632, 1.497, -1.168], [0.508, -0.142, -1.528], [1.105, 0.557, 1.534]],
  "forces_ev_per_a": [[2.50, 1.94, -1.42], [1.30, -2.99, -0.35], [-0.39, -0.32, -0.03], [-4.99, -3.38, -1.10], [-0.37, 1.33, 0.23], [-0.19, 0.34, 1.29], [-1.28, 1.18, 0.52], [0.62, 0.92, -0.08], [0.97, -0.18, 0.06], [1.84, 1.15, 0.87]],
  "mulliken_charge": [-0.5789, -0.0199, -0.1865, -0.1268, 0.2359, 0.2916, 0.4484, 0.2978, 0.2759, 0.3626],
  "multiplicity": 1,
  "homo_lumo_gap_ev": 12.481,
  "e_homo_ev": -16.116,
  "total_charge": 1,
  "smiles": "C1[C@@H]2[NH2+][C@H]12"
}

{
  "formula": "C3H6N2",
  "method": "ωB97M-V with the def2-TZVPD basis set",
  "symbols": ["C", "N", "N", "H", "H", "C", "C", "H", "H", "H", "H"],
  "xyz": [[-1.804, -0.719, -0.404], [-1.473, 0.303, 0.191], [-1.979, 0.313, -1.258], [-1.987, -1.797, -0.294], [-2.980, 0.758, -1.362], [1.561, 0.714, 0.134], [1.912, -0.371, 0.799], [0.457, 0.996, -0.045], [2.292, 1.382, -0.313], [1.182, -0.977, 1.314], [2.819, -0.602, 1.238]],
  "forces_ev_per_a": [[-1.07, -2.21, 1.06], [0.23, 0.25, 1.63], [-1.88, 2.66, -3.37], [0.34, 0.63, -0.08], [1.99, -1.45, 0.82], [-1.45, 0.67, -0.86], [-2.06, 0.46, 0.86], [2.17, -0.66, 0.25], [0.05, -0.01, 0.20], [-0.74, -0.15, -0.35], [2.43, -0.17, -0.16]],
  "mulliken_charge": [0.2846, -0.4311, -0.4026, 0.2763, 0.2301, -0.3725, -0.5688, 0.2431, 0.2288, 0.1993, 0.3128],
  "multiplicity": 1,
  "homo_lumo_gap_ev": 10.354,
  "e_homo_ev": -9.331,
  "smiles": "C1=NN1.C=C"
}

{
  "formula": "C3H6N2",
  "method": "ωB97M-V with the def2-TZVPD basis set",
  "symbols": ["N", "C", "C", "C", "N", "H", "H", "H", "H", "H", "H"],
  "xyz": [[-3.199, -0.707, -1.481], [-2.304, -0.305, -0.899], [-1.126, 0.417, -0.367], [0.065, -0.582, -0.241], [1.264, -0.227, 0.477], [-1.618, 0.946, 0.555], [-0.785, 1.130, -1.168], [-0.532, -1.453, 0.361], [0.187, -1.096, -1.155], [1.550, 0.651, 0.037], [1.312, -0.162, 1.464]],
  "forces_ev_per_a": [[-0.91, -0.71, -0.19], [1.32, 1.07, -0.40], [-0.52, 0.94, -0.19], [-3.59, -2.77, 4.88], [0.24, 0.97, -2.89], [1.89, -0.78, -1.33], [-0.89, -0.02, 0.93], [1.87, 1.53, -0.97], [0.75, 0.05, -1.30], [0.58, -0.29, 0.69], [-0.73, 0.00, 0.77]],
  "mulliken_charge": [-0.4045, 0.1670, -0.2224, -0.5621, -0.5199, 0.2208, 0.2468, 0.2497, 0.3620, 0.2322, 0.2305],
  "multiplicity": 1,
  "homo_lumo_gap_ev": 10.671,
  "e_homo_ev": -9.944,
  "smiles": "N#CCCN"
}

{
  "formula": "C3H6N2",
  "method": "ωB97M-V with the def2-TZVPD basis set",
  "symbols": ["C", "C", "C", "N", "N", "H", "H", "H", "H", "H", "H"],
  "xyz": [[0.561, -0.347, 0.142], [1.751, -0.736, -0.057], [-0.507, -0.180, 1.093], [-0.703, 0.049, -0.359], [-1.004, 1.349, -0.956], [2.125, -0.936, -1.156], [2.541, -0.986, 0.651], [-1.074, -1.379, 1.455], [-0.796, 0.440, 1.928], [-1.887, 1.623, -0.772], [-1.007, 1.103, -1.968]],
  "forces_ev_per_a": [[-2.99, 2.12, 1.56], [4.37, -1.57, -3.90], [-2.85, -4.26, 0.80], [-0.63, -1.04, 0.17], [4.97, -1.57, -1.82], [-0.79, 0.89, 2.09], [-0.81, -0.03, 0.31], [1.61, 3.56, -1.18], [0.78, 0.92, -0.35], [-3.71, 0.51, 1.29], [0.06, 0.48, 1.02]],
  "mulliken_charge": [0.2315, -0.6940, -0.2440, -0.1040, -0.5813, 0.1647, 0.2696, 0.1331, 0.3302, 0.2428, 0.2513],
  "multiplicity": 1,
  "homo_lumo_gap_ev": 9.087,
  "e_homo_ev": -8.118
}

{
  "formula": "C3H6N2",
  "method": "ωB97M-V with the def2-TZVPD basis set",
  "symbols": ["H", "N", "C", "C", "C", "N", "H", "H", "H", "H", "H"],
  "xyz": [[-2.130, -0.463, 0.281], [-1.152, -0.728, 0.149], [-0.461, 0.227, -0.326], [1.008, 0.080, -0.611], [-1.051, 1.536, -0.605], [-1.532, 2.569, -0.816], [1.564, 0.959, -0.270], [1.383, -0.813, -0.109], [1.179, -0.021, -1.689], [0.907, -1.682, 2.204], [0.285, -1.663, 1.791]],
  "forces_ev_per_a": [[0.10, 0.01, -0.03], [0.06, 0.34, -0.23], [-0.01, -0.26, 0.16], [0.04, -0.04, -0.01], [-0.54, 1.08, -0.26], [0.55, -1.14, 0.23], [-0.11, -0.11, -0.04], [-0.08, 0.13, -0.10], [-0.09, 0.06, 0.15], [-0.06, -0.03, 0.02], [0.14, -0.04, 0.12]],
  "mulliken_charge": [0.2286, -0.5777, 0.6764, -1.0030, 0.1581, -0.3616, 0.3158, 0.2906, 0.2860, 0.1735, -0.1867],
  "multiplicity": 1,
  "homo_lumo_gap_ev": 11.325,
  "e_homo_ev": -11.221,
  "smiles": "[H]/N=C(/C)C#N.[H][H]"
}

{
  "formula": "C3H6N2",
  "method": "ωB97M-V with the def2-TZVPD basis set",
  "symbols": ["H", "N", "C", "N", "C", "C", "H", "H", "H", "H", "H"],
  "xyz": [[-2.806, -0.007, 0.307], [-1.942, 0.414, 0.077], [-0.997, -0.485, -0.009], [0.269, -0.228, -0.504], [1.105, 0.852, 0.043], [1.512, -0.494, 0.237], [-1.267, -1.591, 0.019], [0.737, 1.406, 0.921], [1.593, 1.517, -0.726], [1.470, -0.904, 1.282], [2.262, -0.958, -0.444]],
  "forces_ev_per_a": [[-1.01, -0.69, 0.30], [3.41, -0.67, -0.13], [-2.87, 0.03, -0.67], [0.45, 0.69, 1.07], [-0.48, 3.05, -1.17], [0.89, -3.09, 0.21], [0.66, 1.17, 0.29], [-0.03, -0.35, -0.54], [-0.55, -0.87, 0.92], [-0.07, 0.29, -1.21], [-0.41, 0.44, 0.93]],
  "mulliken_charge": [0.2535, -0.6036, 0.0375, -0.2544, -0.3450, -0.2838, 0.2829, 0.2342, 0.2104, 0.2365, 0.2317],
  "multiplicity": 1,
  "homo_lumo_gap_ev": 10.501,
  "e_homo_ev": -9.443,
  "smiles": "[H]/N=C/N1CC1"
}

What are the ΔE to the lowest compared entry with this formula, charge and spin values for these records? In order: 10.4 89.5 471.7 184.9 550.3 111.2 255.6 491.2 140.8 500.9 175.1 199.2 kJ/mol.